[1]
{"formula": "C6H24FHfN12O6", "method": "ωB97M-V with the def2-TZVPD basis set", "elements": ["Hf", "F", "C", "O", "N", "N", "H", "H", "H", "H", "C", "O", "N", "N", "H", "H", "H", "H", "C", "O", "N", "N", "H", "H", "H", "H", "C", "O", "N", "N", "H", "H", "H", "H", "C", "O", "N", "N", "H", "H", "H", "H", "C", "O", "N", "N", "H", "H", "H", "H"], "coordinates": [[7.60, -8.04, -11.28], [8.41, -7.26, -13.30], [7.40, -11.01, -13.10], [7.78, -9.95, -12.78], [7.50, -12.03, -12.32], [6.76, -11.34, -14.25], [7.93, -11.80, -11.44], [7.09, -12.90, -12.61], [6.99, -10.77, -15.06], [6.02, -12.01, -14.39], [10.15, -5.57, -10.64], [9.26, -6.39, -10.84], [11.12, -5.63, -11.50], [10.32, -4.72, -9.60], [11.85, -4.93, -11.46], [11.11, -6.26, -12.29], [10.95, -3.93, -9.56], [9.46, -4.69, -9.07], [10.95, -5.23, -14.67], [11.56, -6.26, -14.59], [11.44, -4.02, -14.49], [9.75, -5.03, -14.99], [10.77, -3.27, -14.38], [12.45, -3.93, -14.53], [9.04, -5.75, -14.97], [9.49, -4.09, -15.25], [6.51, -4.63, -12.13], [6.45, -5.88, -11.98], [5.59, -3.79, -11.88], [7.63, -4.07, -12.33], [4.71, -4.12, -11.51], [5.53, -2.81, -12.12], [7.87, -3.09, -12.26], [8.31, -4.73, -12.69], [5.85, -5.05, -15.38], [5.17, -5.62, -14.51], [6.85, -5.59, -15.99], [5.56, -3.98, -15.96], [7.04, -6.51, -15.61], [7.02, -5.45, -16.98], [4.61, -3.63, -15.87], [6.18, -3.78, -16.73], [11.05, -9.77, -15.28], [10.97, -10.80, -15.96], [12.18, -9.07, -15.15], [10.07, -9.26, -14.66], [12.91, -9.21, -15.84], [12.18, -8.33, -14.45], [9.24, -9.81, -14.83], [9.93, -8.43, -14.10]], "lowdin_charge": [2.386, -0.407, -0.728, -0.077, 0.249, 0.225, 0.142, 0.163, 0.131, 0.148, -0.656, -0.134, 0.251, 0.239, 0.148, 0.109, 0.148, 0.130, -0.817, 0.059, 0.172, 0.178, 0.114, 0.138, 0.074, 0.128, -0.725, -0.114, 0.257, 0.234, 0.155, 0.160, 0.158, 0.093, -0.799, 0.018, 0.157, 0.204, 0.109, 0.137, 0.152, 0.133, -0.721, 0.106, 0.218, 0.176, 0.142, 0.081, 0.094, 0.063], "e_tot_ev": -40773.745, "homo_lumo_gap_ev": 2.3, "mol_weight_g_mol": 557.8, "lumo_energy_ha": -0.5117, "charge": 3}

---

[2]
{"formula": "C6H24N2O4", "method": "ωB97M-V with the def2-TZVPD basis set", "elements": ["C", "C", "N", "C", "C", "N", "C", "C", "H", "H", "H", "H", "H", "H", "H", "H", "H", "H", "H", "H", "H", "H", "H", "H", "O", "H", "H", "O", "H", "H", "O", "H", "H", "O", "H", "H"], "coordinates": [[0.25, -2.79, 1.59], [1.42, -2.48, 0.58], [1.22, -1.16, -0.11], [1.37, -0.01, 0.78], [1.19, 1.33, 0.05], [-0.30, 1.52, -0.16], [-1.18, 1.50, 1.00], [-0.57, 2.73, -0.93], [-0.58, -2.01, 1.64], [-0.28, -3.72, 1.41], [0.60, -2.84, 2.57], [2.44, -2.53, 1.01], [1.55, -3.30, -0.15], [0.27, -1.26, -0.53], [2.42, -0.06, 1.21], [0.71, -0.05, 1.70], [1.65, 1.40, -0.94], [1.75, 2.09, 0.58], [-0.95, 0.64, 1.59], [-2.19, 1.38, 0.55], [-1.25, 2.41, 1.60], [-1.49, 2.71, -1.50], [-0.44, 3.70, -0.35], [0.09, 2.75, -1.85], [0.88, -1.12, -3.56], [1.36, -1.91, -3.66], [1.04, -0.85, -2.71], [-3.75, -0.08, -1.73], [-2.97, -0.58, -1.79], [-4.43, -0.52, -2.20], [1.01, 2.12, 3.52], [0.79, 1.73, 2.66], [1.09, 1.35, 4.18], [-1.21, -0.92, -1.84], [-0.83, -0.12, -1.56], [-0.68, -1.05, -2.66]], "lowdin_charge": [-0.079, -0.237, -0.088, -0.243, -0.168, -0.271, -0.100, -0.120, 0.088, 0.061, 0.027, 0.103, 0.097, 0.071, 0.138, 0.080, 0.109, 0.105, 0.057, 0.103, 0.087, 0.080, 0.104, 0.094, 0.023, 0.043, -0.034, -0.040, -0.059, 0.015, -0.085, -0.030, 0.086, -0.051, -0.010, 0.044], "e_tot_ev": -17779.973, "homo_lumo_gap_ev": 9.6, "mol_weight_g_mol": 188.3, "lumo_energy_ha": 0.0239, "charge": 0, "smiles": "CCNCCN(C)C.O.O.O.O"}

---

Record-wise relative energy (zero: lowest compared OMol25 entry of this formula, charge and spin) values, in kJ/mol: 450.3 182.3